Formula: C48H52B3NO24
Source: the OMol25 dataset
Level of theory: ωB97M-V/def2-TZVPD

The geometry in ORCA input format:
```
! RIJCOSX wB97M-V def2-TZVPD def2/J DEFGRID3
* xyz 0 1
C -6.24 10.50 -0.15
O -6.09 9.16 -0.74
C -5.37 8.28 0.20
C -6.35 7.05 0.66
C -6.91 6.25 -0.67
C -5.65 5.37 -1.25
C -5.96 3.78 -0.97
C -5.45 3.22 0.49
C -3.93 3.68 0.92
C -3.22 2.37 1.62
C -1.61 2.53 1.89
C -0.71 2.90 0.57
C -0.10 1.52 -0.05
C -1.26 0.41 -0.47
B -2.07 0.94 -1.80
O -3.03 2.05 -1.86
B -2.77 2.93 -3.04
O -2.23 2.42 -4.35
B -1.27 1.38 -3.95
C 0.37 1.42 -4.32
C 0.90 2.88 -4.82
C 2.54 2.97 -5.16
C 3.27 1.50 -4.90
C 2.54 0.12 -4.43
N 1.07 0.12 -4.15
O -1.78 0.25 -3.10
H -7.06 10.55 0.71
H -5.24 10.89 0.33
H -6.55 11.22 -1.02
H -5.07 8.88 1.16
H -4.35 7.87 -0.26
H -5.76 6.32 1.37
H -7.30 7.40 1.28
H -7.82 5.59 -0.30
H -7.34 6.95 -1.51
H -5.59 5.59 -2.41
H -4.64 5.77 -0.79
H -5.56 3.12 -1.88
H -7.14 3.64 -0.99
H -5.58 2.04 0.45
H -6.19 3.64 1.31
H -3.99 4.55 1.71
H -3.36 4.10 -0.02
H -3.73 2.20 2.68
H -3.53 1.44 0.97
H -1.17 1.55 2.38
H -1.49 3.42 2.66
H -1.27 3.50 -0.26
H 0.22 3.57 0.89
H 0.68 0.97 0.65
H 0.52 1.83 -1.03
H -1.93 0.06 0.43
H -0.64 -0.56 -0.81
H -2.98 4.11 -3.02
H 0.21 3.84 -4.91
H 3.08 3.94 -5.51
H 4.44 1.44 -5.09
H 3.19 -0.85 -4.28
C 5.96 -1.52 -0.71
C 6.51 -2.67 -0.31
C 5.72 -3.92 -0.22
O 6.26 -4.96 0.14
C 4.29 -3.86 -0.57
C 3.73 -2.72 -0.97
C 4.54 -1.47 -1.09
O 4.00 -0.43 -1.48
O 2.39 -2.65 -1.30
O 7.85 -2.73 0.05
H 6.52 -0.60 -0.79
H 3.72 -4.78 -0.48
H 2.23 -1.72 -1.56
H 8.01 -3.66 0.30
C 7.85 3.11 -1.59
C 8.84 4.00 -1.59
C 10.26 3.57 -1.43
O 11.16 4.41 -1.44
C 10.54 2.14 -1.25
C 9.54 1.25 -1.25
C 8.13 1.67 -1.43
O 7.24 0.83 -1.45
O 9.79 -0.10 -1.08
O 8.59 5.35 -1.73
H 6.82 3.40 -1.71
H 11.57 1.85 -1.11
H 8.91 -0.54 -1.12
H 9.47 5.78 -1.69
C 0.05 -3.65 0.77
C -1.14 -3.39 1.33
C -1.82 -4.40 2.19
O -2.90 -4.12 2.70
C -1.17 -5.70 2.38
C 0.02 -5.96 1.83
C 0.72 -4.95 0.99
O 1.81 -5.21 0.51
O 0.64 -7.18 2.01
O -1.77 -2.18 1.12
H 0.56 -2.93 0.15
H -1.69 -6.43 3.00
H 1.48 -7.12 1.51
H -2.61 -2.24 1.63
C -6.65 -6.94 -1.50
C -7.18 -6.23 -0.51
C -6.33 -5.62 0.55
O -6.84 -4.96 1.45
C -4.88 -5.84 0.48
C -4.35 -6.56 -0.52
C -5.20 -7.14 -1.59
O -4.68 -7.77 -2.50
O -2.98 -6.77 -0.60
O -8.55 -6.04 -0.42
H -7.26 -7.39 -2.28
H -4.27 -5.41 1.26
H -2.85 -7.31 -1.40
H -8.68 -5.49 0.39
C 2.49 -5.02 5.90
C 3.62 -5.15 6.61
C 4.95 -5.03 5.96
O 5.97 -5.14 6.63
C 4.99 -4.79 4.50
C 3.86 -4.66 3.80
C 2.53 -4.75 4.46
O 1.51 -4.61 3.79
O 3.89 -4.44 2.44
O 3.58 -5.40 7.96
H 1.51 -5.10 6.36
H 5.97 -4.72 4.04
H 2.95 -4.38 2.16
H 4.52 -5.45 8.24
*
```

E_LUMO, eV: -1.98
ΔE to the lowest compared entry with this formula, charge and spin, kcal/mol: 342.67
Frontier orbital gap, Eh: 0.262
F_max, eV/A: 6.199
E_tot, eV: -103268.5651
M, g/mol: 1059.36
SMILES string: COCCCCCCCCCCCCB1OBOB(c2ccccn2)O1.O=C1C=C(O)C(=O)C=C1O.O=C1C=C(O)C(=O)C=C1O.O=C1C=C(O)C(=O)C=C1O.O=C1C=C(O)C(=O)C=C1O.O=C1C=C(O)C(=O)C=C1O

Formula: C48H52BF6N2O2S
Source: the OMol25 dataset
Level of theory: ωB97M-V/def2-TZVPD

The geometry in ORCA input format:
```
! RIJCOSX wB97M-V def2-TZVPD def2/J DEFGRID3
* xyz 0 2
C 1.74 -3.67 0.63
C 1.96 -2.23 -0.02
B 0.62 -1.56 -0.58
O 0.68 -1.10 -1.92
C -0.73 -1.35 0.33
N -0.28 -1.17 1.75
C 0.34 -0.15 1.96
S 1.46 1.00 2.05
C -1.52 -0.14 -0.28
C -2.97 -0.09 0.31
C -3.01 0.36 1.81
C -3.69 1.08 -0.49
N -3.75 -1.31 0.03
O -4.99 -1.22 0.37
C -3.10 -2.56 0.48
C -3.79 -3.74 -0.33
C -3.38 -2.91 2.01
C -1.57 -2.67 0.15
H 2.54 -4.36 0.28
H 0.78 -4.16 0.37
H 1.90 -3.58 1.73
H 2.40 -1.56 0.75
H 2.73 -2.34 -0.82
H 0.21 -1.70 -2.52
H -1.00 0.84 -0.21
H -1.65 -0.35 -1.37
H -4.05 0.56 2.16
H -2.46 1.32 1.88
H -2.56 -0.37 2.51
H -2.97 1.85 -0.83
H -4.29 0.70 -1.34
H -4.42 1.54 0.23
H -3.61 -4.69 0.21
H -4.88 -3.59 -0.43
H -3.36 -3.83 -1.35
H -4.01 -2.14 2.50
H -2.44 -2.94 2.60
H -3.91 -3.88 2.12
H -1.40 -3.05 -0.89
H -1.15 -3.41 0.87
F -1.38 7.44 2.27
C -0.46 6.48 2.48
C -0.51 5.32 1.73
C 0.44 4.33 1.94
C 1.42 4.51 2.90
C 1.45 5.67 3.66
C 0.51 6.67 3.44
H -1.29 5.20 0.98
H 0.41 3.43 1.35
H 2.16 3.73 3.07
H 2.22 5.81 4.42
H 0.53 7.59 4.02
F -3.24 3.02 5.42
C -3.37 4.34 5.66
C -4.25 4.76 6.65
C -4.38 6.12 6.89
C -3.66 7.04 6.15
C -2.79 6.60 5.15
C -2.64 5.24 4.91
H -4.81 4.03 7.21
H -5.06 6.46 7.67
H -3.77 8.10 6.34
H -2.23 7.32 4.57
H -1.96 4.88 4.15
F -1.05 2.79 -2.18
C -1.43 2.50 -3.44
C -0.48 2.08 -4.35
C -0.88 1.78 -5.65
C -2.21 1.91 -6.02
C -3.15 2.34 -5.09
C -2.76 2.63 -3.79
H 0.55 1.99 -4.05
H -0.14 1.44 -6.37
H -2.51 1.68 -7.03
H -4.19 2.44 -5.38
H -3.48 2.95 -3.05
F 4.96 -3.85 -0.46
C 5.75 -2.77 -0.31
C 5.60 -1.71 -1.19
C 6.40 -0.58 -1.03
C 7.35 -0.54 -0.02
C 7.50 -1.62 0.84
C 6.68 -2.74 0.70
H 4.86 -1.76 -1.97
H 6.29 0.26 -1.71
H 7.98 0.33 0.09
H 8.24 -1.59 1.63
H 6.78 -3.58 1.37
F 8.96 -3.78 3.18
C 8.65 -4.95 3.77
C 9.53 -5.51 4.67
C 9.21 -6.71 5.28
C 8.01 -7.35 4.98
C 7.13 -6.78 4.06
C 7.45 -5.57 3.46
H 10.46 -5.00 4.89
H 9.89 -7.16 6.00
H 7.76 -8.29 5.45
H 6.20 -7.28 3.82
H 6.77 -5.11 2.75
F -3.17 1.83 -9.19
C -3.94 0.73 -9.33
C -4.51 0.16 -8.20
C -5.30 -0.97 -8.35
C -5.50 -1.52 -9.61
C -4.91 -0.94 -10.73
C -4.13 0.20 -10.59
H -4.34 0.60 -7.23
H -5.76 -1.42 -7.48
H -6.11 -2.41 -9.72
H -5.06 -1.37 -11.71
H -3.67 0.67 -11.45
*
```

E_LUMO (spin up / spin down), eV: 0.26 / 0.05
Frontier orbital gap (spin up / spin down), Eh: 0.327 / 0.333
F_max, eV/A: 3.212
E_tot, eV: -85508.8832
M, g/mol: 845.82